1.
{"formula": "C4H9MnNO3", "method": "ωB97M-V with the def2-TZVPD basis set", "e_homo_ev": [-17.848, -17.834], "spin_multiplicity": 6, "energy_ha": -1588.4811, "fmax_ev_per_a": 1.963, "charge": 2, "s2": 8.75, "elements": ["C", "C", "O", "C", "O", "C", "N", "O", "H", "H", "H", "H", "H", "H", "H", "H", "H", "Mn"], "coordinates": [[-1.80105, -0.27277, 0.78680], [-1.15658, -0.44851, -0.56413], [-1.46212, 0.78094, -1.37257], [0.42776, -0.64520, -0.50489], [0.80292, -0.69282, 0.78617], [2.06271, -0.11345, 1.22532], [2.45059, 1.17982, 0.77647], [2.67123, -0.73976, 2.00985], [-1.48848, -1.01710, 1.48949], [-1.62693, 0.71839, 1.15606], [-2.85792, -0.42745, 0.64933], [-1.66162, -1.26666, -1.05802], [-2.39142, 1.02124, -1.26061], [0.65501, -1.57397, -1.03914], [0.92731, 0.21754, -1.08245], [2.78681, 1.13966, -0.17844], [1.69014, 1.84837, 0.82871], [-0.02836, 0.29173, -2.64797]], "forces_ev_per_angstrom": [[-0.21, -0.11, -0.58], [-0.13, 0.19, 0.93], [0.91, -0.58, -0.29], [-1.92, -0.19, -0.37], [0.77, 0.78, -0.14], [1.43, 0.05, 1.23], [-1.23, -0.84, -0.69], [-0.50, -0.09, -0.40], [0.38, -0.35, 0.40], [0.25, 0.47, 0.42], [-0.58, 0.09, 0.00], [0.14, -0.46, -0.45], [-0.33, 0.28, -0.19], [0.40, -0.32, -0.08], [0.60, 0.23, 0.77], [0.56, 0.23, 0.06], [-0.03, 0.21, 0.13], [-0.49, 0.42, -0.77]]}

---

2.
{"formula": "C4H9N", "method": "ωB97M-V with the def2-TZVPD basis set", "e_homo_ev": [0.748, -2.215], "spin_multiplicity": 2, "energy_ha": -212.4212, "fmax_ev_per_a": 2.515, "charge": -1, "s2": 0.75, "elements": ["C", "C", "H", "H", "H", "H", "C", "C", "N", "H", "H", "H", "H", "H"], "coordinates": [[-0.11837, 0.46226, -2.59091], [-0.02801, 1.64168, -2.00140], [0.79307, -0.11270, -2.63575], [-0.94228, 0.15791, -3.21919], [0.89939, 1.85633, -1.49573], [-0.88170, 2.28386, -1.79349], [-0.03547, 0.14875, 1.22232], [-0.01745, -1.92316, 2.36829], [-0.75619, -0.94065, 1.84759], [0.42839, 0.76871, 2.00828], [-0.69752, 0.65195, 0.52877], [0.82056, -0.34181, 0.69581], [-0.34658, -2.42842, 3.27161], [0.88217, -2.22471, 1.79381]], "forces_ev_per_angstrom": [[0.54, 0.62, -0.92], [-0.41, -0.34, 0.72], [-0.05, -0.44, -0.06], [-0.31, -0.22, 0.37], [0.04, 0.32, 0.21], [0.20, 0.06, -0.40], [0.33, -2.47, 0.31], [0.45, 0.56, -0.60], [-1.04, 0.81, 0.58], [-0.10, 0.55, -0.13], [0.15, 0.53, -0.06], [0.05, 0.68, -0.40], [0.05, -0.42, -0.21], [0.10, -0.25, 0.57]]}